DFT (ωB97M-V with the def2-TZVPD basis set) results for an isolated molecule of C2H2N2O2 in a non-equilibrium geometry.

The HOMO energy comes out at -11.87 eV. Its energy above the lowest of the compared OMol25 structures with the same formula, charge and spin is 100.64 kcal/mol. The SMILES is N#CC[N+](=O)[O-]. The max |F| is 4.7 eV/Å. The HOMO-LUMO gap is 11.57 eV.

Atoms and positions in Å:
O: 1.06 -1.53 -0.55
O: 1.61 0.52 -0.74
N: -1.84 1.12 -1.04
N: 0.94 -0.34 -0.31
C: -1.11 0.70 -0.24
C: -0.21 -0.01 0.56
H: -0.04 0.62 1.44
H: -0.42 -1.08 0.89